(1)
16
Properties=species:S:1:pos:R:3:forces:R:3 method="wB97M-V/def2-TZVPD" e_tot_ev=-8863.2125 e_homo_ev=-7.25 gap_ev=7.96 de_lowest_ev=6.000 lumo_ev=0.7 charge=0
C -1.7775 -0.1386 -0.6727 0.0 0.0 0.0
C -1.0594 0.5569 0.4578 -0.2 0.1 -0.1
N -0.4815 -0.2675 1.5373 0.1 -0.2 0.3
C 0.4081 0.5510 0.6384 0.1 0.0 0.0
C 1.1462 -0.5890 -0.0434 -0.1 0.1 -0.1
C 2.0180 -0.2233 -1.1740 0.0 0.1 -0.3
O 2.5800 -0.4502 0.1025 0.2 0.0 0.2
H -1.9603 0.5846 -1.4735 0.0 -0.1 0.1
H -2.7440 -0.5267 -0.3348 0.1 0.1 0.0
H -1.1786 -0.9583 -1.0715 -0.1 0.1 0.1
H -1.5691 1.4323 0.8563 0.0 -0.1 -0.1
H -0.6526 -0.0391 2.5124 0.0 0.0 -0.2
H 0.9064 1.4101 1.0842 -0.1 -0.1 -0.1
H 0.0279 -1.2030 1.0418 -0.1 0.1 0.0
H 2.2676 -0.9550 -1.9446 -0.1 0.1 0.2
H 2.0689 0.8158 -1.5161 0.0 -0.1 0.0

***

(2)
16
Properties=species:S:1:pos:R:3:forces:R:3 method="wB97M-V/def2-TZVPD" e_tot_ev=-8867.8044 e_homo_ev=-10.57 gap_ev=11.45 de_lowest_ev=1.408 lumo_ev=0.9 charge=0 smiles=COC(C)(C)C#N
C -0.7279 -1.9374 -0.1060 -0.2 -0.2 0.1
O -0.0430 -0.8965 -0.7744 0.1 0.0 0.0
C 0.2555 0.2599 -0.0180 0.0 0.2 0.0
C 1.3031 1.0172 -0.8323 0.0 0.0 0.0
C -0.9858 1.1269 0.2280 -0.1 0.0 0.0
C 0.8466 -0.1161 1.2989 0.4 -0.3 0.9
N 1.2845 -0.4118 2.3277 -0.4 0.3 -1.0
H -0.1171 -2.3588 0.7034 -0.1 0.1 -0.1
H -1.6911 -1.6083 0.3066 0.1 0.0 -0.1
H -0.9109 -2.7080 -0.8577 0.0 0.1 0.1
H 0.8768 1.2526 -1.8116 0.0 0.0 0.1
H 2.1882 0.3928 -0.9758 -0.1 0.1 0.0
H 1.5908 1.9449 -0.3301 0.0 -0.1 -0.1
H -0.7011 2.0662 0.7126 0.0 -0.2 -0.1
H -1.7190 0.6253 0.8662 0.1 0.0 -0.1
H -1.4494 1.3511 -0.7375 0.1 0.0 0.1

***

(3)
16
Properties=species:S:1:pos:R:3:forces:R:3 method="wB97M-V/def2-TZVPD" e_tot_ev=-8867.9622 e_homo_ev=-10.85 gap_ev=11.42 de_lowest_ev=1.250 lumo_ev=0.6 charge=0 smiles=CC(C)(C#N)CO
C -1.1240 -0.9499 0.6601 0.0 0.0 0.1
C -0.2617 0.1465 0.0035 0.0 0.0 0.0
C -0.4399 0.0912 -1.5274 0.0 0.0 -0.1
C -0.7095 1.4771 0.4947 -0.2 0.5 0.1
N -0.9303 2.5265 0.9224 0.0 -0.7 -0.3
C 1.2146 0.1941 0.5016 -0.3 0.7 0.2
O 2.0222 -0.9266 0.2373 0.0 0.0 -0.2
H -0.7862 -1.9484 0.3623 0.1 0.2 0.0
H -1.1131 -0.8799 1.7515 0.1 0.0 -0.1
H -2.1677 -0.8474 0.3413 0.2 0.0 0.0
H -1.5039 0.1631 -1.7810 0.2 0.0 0.1
H -0.0694 -0.8543 -1.9374 0.1 0.2 0.2
H 0.0630 0.9211 -2.0325 0.1 -0.1 0.1
H 1.6492 1.0953 0.0623 0.1 0.0 -0.2
H 1.1550 0.4116 1.5738 0.1 -0.3 0.1
H 2.9295 -0.6045 0.3463 -0.3 -0.4 -0.1

***

(4)
16
Properties=species:S:1:pos:R:3:forces:R:3 method="wB97M-V/def2-TZVPD" e_tot_ev=-8865.2754 e_homo_ev=-9.16 gap_ev=10.18 de_lowest_ev=3.937 lumo_ev=1.0 charge=0 smiles="C[C@H]1N[C@H]1CC=O"
C -1.5237 0.1822 1.3545 0.6 -0.2 0.0
C -1.0929 0.0715 -0.1175 1.1 -1.0 0.4
N -0.8665 1.3812 -0.7619 -1.2 -0.2 0.4
C 0.1934 0.4271 -0.9712 -0.4 -0.7 0.6
C 1.4850 0.2482 -0.2097 0.0 0.4 0.0
C 1.8501 -1.2418 -0.2226 -0.2 -0.1 -0.1
O 1.1369 -2.1327 -0.6174 0.3 0.5 0.2
H -1.3044 1.1879 1.7308 0.2 -0.3 -0.1
H -2.6200 0.0585 1.4896 0.6 -0.1 -0.5
H -1.0590 -0.5614 1.9985 0.1 -0.1 0.2
H -1.5362 -0.7583 -0.6655 -0.9 0.5 -0.1
H -1.6969 1.1011 -1.3009 0.9 1.6 -1.8
H 0.3985 0.1848 -2.0413 -0.9 -0.7 0.9
H 1.4134 0.5675 0.8360 0.1 0.0 0.0
H 2.3491 0.7633 -0.6466 -0.1 0.1 0.0
H 2.8735 -1.4790 0.1452 -0.2 0.1 0.0

***

(5)
16
Properties=species:S:1:pos:R:3:forces:R:3 method="wB97M-V/def2-TZVPD" e_tot_ev=-8863.6661 e_homo_ev="-8.21 / -8.21" gap_ev="7.70 / 7.70" de_lowest_ev=5.547 lumo_ev="-0.5 / -0.5" charge=0
C -1.3995 0.9104 -0.7695 -0.1 0.3 -0.1
O -1.0569 0.8295 0.5358 0.0 -0.1 0.1
C 0.1306 0.3227 0.8198 0.1 0.1 0.1
C -0.2429 -1.5219 -0.7265 0.1 -0.2 -0.1
C 1.3911 0.8752 0.2214 0.0 -0.1 -0.1
C 0.2064 -0.2449 2.1327 0.1 -0.4 0.8
N 0.3244 -0.7812 3.1544 -0.1 0.5 -0.9
H -0.7402 1.4920 -1.4166 -0.1 -0.1 0.1
H -0.9126 -0.4005 -0.9623 0.2 -0.2 0.0
H -2.4607 1.1136 -0.8782 0.1 0.0 0.0
H -0.6627 -1.9375 -1.6488 0.0 0.0 0.1
H -0.5902 -2.1324 0.1091 0.0 0.2 -0.1
H 0.8440 -1.5714 -0.8117 -0.2 0.1 0.1
H 2.2401 0.2693 0.5476 -0.1 0.1 -0.1
H 1.5648 1.9058 0.5633 -0.1 -0.1 0.0
H 1.3642 0.8713 -0.8705 0.0 0.0 0.1

***

(6)
16
Properties=species:S:1:pos:R:3:forces:R:3 method="wB97M-V/def2-TZVPD" e_tot_ev=-8866.7717 e_homo_ev=-8.98 gap_ev=9.63 de_lowest_ev=2.441 lumo_ev=0.6 charge=0 smiles="C=CNC(=O)C=C.[H][H]"
C -1.8014 2.1453 0.1491 0.0 0.0 0.0
C -0.7341 1.3586 0.1065 -0.1 0.2 -0.1
N -0.4237 0.3979 1.0633 0.0 0.0 0.1
C 0.5241 -0.5897 0.9663 0.0 -0.1 0.1
O 0.6352 -1.4330 1.8400 -0.1 0.3 -0.3
C 1.3993 -0.5704 -0.2444 0.3 -0.2 0.0
C 2.1948 -1.6143 -0.4311 0.0 0.1 0.0
H -1.9501 2.8562 -0.6519 -0.1 0.0 0.2
H -2.5126 2.1016 0.9678 0.0 0.0 -0.2
H -0.0249 1.4595 -0.7045 -0.2 -0.1 0.1
H -1.0217 0.3193 1.8765 0.1 0.0 -0.1
H 1.3942 0.2637 -0.9382 0.1 -0.2 0.2
H 2.1334 -2.4244 0.2880 0.2 0.0 -0.1
H 2.8963 -1.6683 -1.2557 -0.1 -0.1 0.0
H -1.6838 -1.1805 -1.4221 0.0 0.0 0.0
H -1.0664 -1.5012 -1.6855 -0.1 0.0 0.0

***

(7)
16
Properties=species:S:1:pos:R:3:forces:R:3 method="wB97M-V/def2-TZVPD" e_tot_ev=-8861.9418 e_homo_ev=-7.42 gap_ev=7.75 de_lowest_ev=7.271 lumo_ev=0.3 charge=0
C 1.1936 1.3564 -0.0376 0.0 0.0 0.0
C -0.2359 1.1366 -0.4715 0.0 0.2 0.2
N -0.4422 0.3907 -1.7150 -0.1 0.0 -0.2
C -0.9029 -0.1841 -0.4628 -0.2 0.0 0.2
C -0.1836 -1.4238 0.0709 0.2 -0.2 -0.4
C -0.4838 -1.1762 1.7122 -0.1 0.2 0.9
O -0.1550 -1.0209 2.8502 0.0 -0.3 -0.6
H 1.8346 0.5349 -0.3706 -0.1 0.1 0.1
H 1.5838 2.2771 -0.4836 -0.1 -0.1 0.1
H 1.2699 1.4437 1.0522 0.0 0.0 -0.2
H -0.9011 1.9784 -0.2761 0.1 -0.1 -0.1
H -1.2201 0.7571 -2.2557 0.1 -0.1 0.0
H -1.9681 -0.2025 -0.2303 0.2 0.0 0.0
H 0.8085 -1.4545 -0.4141 -0.1 0.0 0.0
H -0.7238 -2.3376 -0.1915 0.0 0.2 0.1
H 0.5377 -2.0653 1.2102 0.0 0.1 -0.1

***

(8)
16
Properties=species:S:1:pos:R:3:forces:R:3 method="wB97M-V/def2-TZVPD" e_tot_ev=-8867.0272 e_homo_ev=-8.19 gap_ev=9.26 de_lowest_ev=2.185 lumo_ev=1.1 charge=0 smiles="N/C=C/CCC=O"
N -2.0495 -2.2232 0.1358 -0.9 -0.8 0.1
C -0.7940 -1.7791 0.4599 0.7 0.9 -0.7
C -0.0422 -1.0372 -0.3699 -0.8 0.6 -0.3
C 0.9334 0.0231 0.0810 0.1 0.2 0.9
C 0.7394 1.3863 -0.6501 0.3 -1.3 1.0
C 1.0201 2.5287 0.2879 0.1 0.2 -0.7
O 0.4462 3.5823 0.2257 -0.1 0.1 0.3
H -2.4476 -3.0965 0.4322 0.4 0.0 0.3
H -2.6431 -1.7521 -0.5218 0.5 0.2 -0.2
H -0.4128 -1.9175 1.4559 -0.3 -0.3 0.5
H -0.4505 -0.9043 -1.3731 0.2 -0.1 -0.1
H 0.6980 0.2484 1.1267 0.1 -0.2 0.1
H 1.9818 -0.2853 0.1163 0.0 0.0 -0.4
H 1.4695 1.4463 -1.4522 -0.3 0.2 -0.5
H -0.3024 1.3999 -0.9580 0.1 0.5 -0.5
H 1.8536 2.3802 1.0036 -0.1 -0.1 0.1

***

(9)
16
Properties=species:S:1:pos:R:3:forces:R:3 method="wB97M-V/def2-TZVPD" e_tot_ev=-8865.5960 e_homo_ev=-7.89 gap_ev=8.87 de_lowest_ev=3.617 lumo_ev=1.0 charge=0
N 2.4241 0.2566 -0.6578 0.0 0.0 0.0
C 1.1928 0.3667 -0.2124 0.1 -0.2 0.0
C 0.7912 -0.9090 0.3105 -0.3 0.1 0.2
C -0.6967 -1.2333 0.2465 -0.1 -0.1 0.0
C -1.4829 -0.0283 -0.3061 0.0 0.0 0.0
C -0.8835 1.2827 0.1832 -0.2 0.0 0.1
O 0.4482 1.4544 -0.3475 0.2 -0.1 -0.1
H 3.0368 1.0689 -0.7178 -0.1 -0.1 0.0
H 2.1706 -0.9680 -0.3549 0.2 0.1 -0.1
H 1.2439 -1.0728 1.2916 0.0 0.0 -0.2
H -1.0795 -1.4783 1.2453 0.1 0.0 -0.1
H -0.8965 -2.1098 -0.3810 0.0 0.1 0.1
H -1.4640 -0.0187 -1.4029 0.0 0.0 0.1
H -2.5364 -0.0770 -0.0071 0.1 0.0 0.0
H -0.8304 1.3113 1.2783 0.0 0.0 -0.1
H -1.4377 2.1548 -0.1680 0.1 -0.1 0.0

***

(10)
16
Properties=species:S:1:pos:R:3:forces:R:3 method="wB97M-V/def2-TZVPD" e_tot_ev=-8861.6364 e_homo_ev="-8.23 / -8.26" gap_ev="8.01 / 8.21" de_lowest_ev=7.576 lumo_ev="-0.2 / 0.0" charge=0
C 1.0024 -1.1905 0.1007 0.5 -1.0 0.2
C 0.5685 0.0849 0.4840 -0.9 0.5 -0.6
O 1.5413 0.9008 1.0559 0.1 0.3 -0.1
C -0.1860 0.6810 -0.7943 -0.2 -0.1 0.0
N -1.3880 1.0098 -0.0974 0.0 0.3 -0.1
C -2.0160 -0.2381 0.3414 -0.1 -0.3 0.0
C -0.8447 0.3052 1.0766 0.0 -0.1 0.7
H 2.0631 -1.3402 -0.0812 -0.3 0.0 -0.1
H 1.9446 -0.1299 -1.7633 0.1 0.3 -0.2
H 0.3436 -2.0412 -0.0028 -0.1 0.1 0.2
H 1.4452 1.7650 0.6277 0.1 -0.1 0.2
H -0.3114 0.1005 -1.7166 0.2 0.3 0.0
H 1.6891 0.5787 -1.8002 0.3 -0.1 -0.1
H -1.9321 -1.0943 -0.3248 0.1 0.1 0.2
H -2.9891 -0.1060 0.8122 0.2 0.0 -0.1
H -0.9305 0.7141 2.0821 -0.1 0.0 -0.1

***

(11)
16
Properties=species:S:1:pos:R:3:forces:R:3 method="wB97M-V/def2-TZVPD" e_tot_ev=-8867.1332 e_homo_ev=-9.41 gap_ev=10.37 de_lowest_ev=2.079 lumo_ev=1.0 charge=0 smiles="CC(=O)[C@@H]1CN1C"
C -1.4147 1.0882 1.3566 -0.1 0.0 0.3
C -1.5665 -0.1358 0.4963 -0.1 -0.1 0.2
O -2.6086 -0.7103 0.2539 0.5 0.4 0.1
C -0.2622 -0.6857 -0.0059 -0.1 -0.3 -0.1
C 1.1061 -0.5243 0.5983 0.2 -0.1 0.1
N 0.6993 0.2691 -0.5267 0.0 0.0 -0.1
C 1.2399 -0.0503 -1.8316 0.1 0.0 -0.2
H -2.3439 1.4297 1.8044 -0.2 -0.1 -0.2
H -0.7707 0.7473 2.1702 0.1 0.3 0.1
H -0.9062 1.9093 0.8371 -0.1 -0.3 0.1
H -0.4032 -1.6211 -0.5459 0.1 0.1 -0.1
H 1.7780 -1.3626 0.4050 -0.1 0.1 0.0
H 1.3416 0.0108 1.5198 -0.4 -0.1 -0.2
H 2.1829 0.4823 -1.9864 -0.1 -0.1 0.0
H 0.5180 0.2848 -2.5811 0.2 -0.1 0.0
H 1.4103 -1.1313 -1.9640 0.0 0.1 0.0

***

(12)
16
Properties=species:S:1:pos:R:3:forces:R:3 method="wB97M-V/def2-TZVPD" e_tot_ev=-8867.2558 e_homo_ev=-9.56 gap_ev=10.58 de_lowest_ev=1.957 lumo_ev=1.0 charge=0 smiles="N/C=C/CCC=O"
N -2.2585 -0.6465 -2.1126 0.1 -0.1 0.1
C -0.9801 -0.3291 -1.5478 0.1 0.6 -0.6
C -0.7158 0.5689 -0.6132 0.3 0.0 0.9
C 0.6436 0.6925 0.0257 -0.4 -0.3 -0.1
C 0.6411 -0.0918 1.3525 0.9 -0.3 -0.1
C 2.0430 -0.2857 1.8798 0.0 0.4 -0.2
O 2.4223 0.0057 2.9812 -0.1 0.0 0.1
H -2.8335 -1.1021 -1.4160 -0.1 0.0 -0.1
H -2.7362 0.1830 -2.4401 -0.1 0.0 0.1
H -0.1293 -0.7816 -2.0543 -0.1 -0.3 0.2
H -1.4562 1.1696 -0.0876 -0.4 -0.3 -0.3
H 0.8484 1.7382 0.2580 0.3 0.0 -0.2
H 1.3944 0.2744 -0.6544 0.1 0.2 0.2
H 0.2830 -1.1123 1.1607 -0.3 0.2 0.1
H 0.0779 0.4126 2.1269 -0.4 -0.1 0.1
H 2.7559 -0.6959 1.1411 0.1 -0.2 -0.1